1.
{
  "formula": "C2H4N2S2",
  "method": "ωB97M-V with the def2-TZVPD basis set",
  "e_homo_ha": [-0.305, -0.305],
  "e_above_lowest_kcal_mol": 95.7,
  "spin_multiplicity": 1,
  "smiles": "[S-][N+]1=NCCS1",
  "species": ["C", "C", "N", "N", "S", "S", "H", "H", "H", "H"],
  "coordinates": [[-0.20, 0.68, -0.37], [0.81, -0.49, -0.27], [0.22, 1.42, -1.53], [0.72, 0.58, -2.40], [1.49, 1.28, -4.14], [0.94, -1.04, -2.01], [-1.21, 0.37, -0.47], [-0.20, 1.42, 0.44], [1.82, -0.16, -0.16], [0.52, -1.31, 0.45]]
}

2.
{
  "formula": "C41H38Br2GeN7O8S2Sc",
  "method": "ωB97M-V with the def2-TZVPD basis set",
  "e_homo_ha": -0.069,
  "total_charge": -2,
  "spin_multiplicity": 1,
  "species": ["Sc", "N", "C", "S", "N", "N", "C", "C", "C", "C", "C", "C", "C", "O", "H", "H", "H", "H", "H", "H", "H", "Br", "C", "C", "C", "N", "C", "C", "C", "C", "C", "Br", "C", "C", "N", "H", "H", "H", "H", "H", "H", "O", "S", "O", "O", "O", "C", "N", "C", "N", "O", "H", "H", "H", "H", "H", "H", "O", "C", "O", "C", "C", "Ge", "C", "C", "C", "C", "C", "C", "C", "C", "C", "C", "C", "C", "C", "C", "C", "C", "C", "C", "H", "H", "H", "H", "H", "H", "H", "H", "H", "H", "H", "H", "H", "H", "H", "H", "H", "H", "H"],
  "coordinates": [[0.47, 2.09, -0.40], [-1.93, 3.86, -4.03], [-0.75, 3.53, -3.37], [0.06, 4.85, -2.63], [-0.36, 2.32, -3.52], [0.68, 1.81, -2.79], [1.21, 0.75, -3.32], [2.18, -0.10, -2.69], [2.50, -1.31, -3.31], [3.28, -2.26, -2.68], [3.78, -1.99, -1.41], [3.52, -0.79, -0.80], [2.70, 0.20, -1.39], [2.44, 1.31, -0.79], [-2.37, 4.68, -3.64], [-2.54, 3.06, -4.13], [0.85, 0.43, -4.31], [2.09, -1.51, -4.29], [3.47, -3.22, -3.15], [4.36, -2.74, -0.90], [3.89, -0.60, 0.20], [0.14, 8.05, 3.74], [0.15, 6.58, 2.51], [-0.90, 5.68, 2.51], [-0.83, 4.64, 1.58], [0.18, 4.46, 0.77], [1.19, 5.34, 0.77], [1.20, 6.45, 1.64], [2.24, 5.12, -0.22], [3.33, 5.99, -0.35], [4.25, 5.72, -1.33], [5.78, 6.85, -1.50], [4.09, 4.64, -2.18], [2.97, 3.86, -1.99], [2.06, 4.07, -1.05], [-1.74, 5.78, 3.17], [-1.66, 3.93, 1.50], [1.99, 7.18, 1.63], [3.46, 6.83, 0.31], [4.81, 4.42, -2.96], [2.78, 3.02, -2.64], [-2.99, 2.80, 1.01], [-2.04, 1.85, 0.42], [-0.82, 1.72, 1.29], [-1.44, 2.44, -0.84], [-2.68, 0.57, 0.18], [3.53, 2.61, 3.65], [2.89, 1.35, 3.35], [2.09, 1.31, 2.21], [1.65, 0.09, 1.88], [1.87, 2.34, 1.58], [4.09, 2.52, 4.59], [2.75, 3.36, 3.78], [4.21, 2.95, 2.86], [3.44, 0.53, 3.53], [1.60, -0.65, 2.56], [0.96, 0.05, 1.11], [0.35, -2.10, -0.32], [-0.06, -1.09, -0.92], [0.14, 0.09, -0.54], [-0.96, -1.34, -2.13], [-2.26, -1.83, -1.53], [-1.97, -3.13, -0.04], [-3.86, -3.51, 0.58], [-4.22, -4.61, 1.35], [-5.51, -4.77, 1.83], [-6.47, -3.82, 1.56], [-6.13, -2.70, 0.82], [-4.84, -2.55, 0.35], [-1.30, -4.85, -0.84], [0.03, -4.97, -1.24], [0.47, -6.08, -1.93], [-0.42, -7.10, -2.24], [-1.74, -7.00, -1.85], [-2.17, -5.88, -1.16], [-1.12, -2.72, 1.71], [-1.49, -1.57, 2.38], [-0.88, -1.22, 3.57], [0.13, -2.02, 4.10], [0.51, -3.17, 3.43], [-0.11, -3.52, 2.24], [-0.50, -2.10, -2.77], [-1.11, -0.41, -2.68], [-2.91, -2.29, -2.28], [-2.75, -0.96, -1.09], [-3.46, -5.35, 1.59], [-5.76, -5.65, 2.42], [-7.48, -3.94, 1.93], [-6.88, -1.94, 0.61], [-4.58, -1.66, -0.20], [0.70, -4.16, -1.01], [1.50, -6.15, -2.25], [-0.08, -7.97, -2.79], [-2.44, -7.80, -2.09], [-3.22, -5.80, -0.88], [-2.23, -0.91, 1.94], [-1.18, -0.31, 4.08], [0.62, -1.73, 5.02], [1.30, -3.79, 3.83], [0.21, -4.39, 1.69]]
}

3.
{
  "formula": "C9H16O2",
  "method": "ωB97M-V with the def2-TZVPD basis set",
  "e_homo_ha": -0.319,
  "e_above_lowest_kcal_mol": 0.0,
  "spin_multiplicity": 1,
  "smiles": "CCCCC(=O)/C=C(/C)OC",
  "species": ["O", "O", "C", "C", "C", "C", "C", "C", "C", "C", "C", "H", "H", "H", "H", "H", "H", "H", "H", "H", "H", "H", "H", "H", "H", "H", "H"],
  "coordinates": [[1.40, -0.32, -1.02], [2.78, 1.25, 0.82], [0.42, 0.03, -0.39], [0.52, 0.61, 0.95], [1.65, 1.14, 1.55], [4.01, 1.52, 1.45], [1.53, 1.59, 2.97], [-2.99, -1.37, -2.99], [-0.99, -0.17, -1.03], [-2.92, -1.78, -1.48], [-1.49, -1.62, -0.86], [-0.40, 0.61, 1.54], [4.83, 1.36, 0.73], [3.99, 2.55, 1.79], [4.18, 0.82, 2.30], [1.69, 2.68, 3.01], [0.53, 1.44, 3.40], [2.28, 1.09, 3.60], [-2.73, -0.36, -3.21], [-2.39, -2.05, -3.63], [-4.02, -1.46, -3.34], [-0.88, 0.04, -2.10], [-1.72, 0.49, -0.61], [-3.60, -1.13, -0.93], [-3.32, -2.78, -1.37], [-0.83, -2.35, -1.36], [-1.50, -1.83, 0.21]]
}

4.
{
  "formula": "C9H36O9Sn",
  "method": "ωB97M-V with the def2-TZVPD basis set",
  "e_homo_ha": -0.583,
  "total_charge": 2,
  "spin_multiplicity": 1,
  "species": ["Sn", "C", "O", "H", "H", "H", "H", "C", "O", "H", "H", "H", "H", "C", "O", "H", "H", "H", "H", "C", "O", "H", "H", "H", "H", "C", "O", "H", "H", "H", "H", "C", "O", "H", "H", "H", "H", "C", "O", "H", "H", "H", "H", "C", "O", "H", "H", "H", "H", "C", "O", "H", "H", "H", "H"],
  "coordinates": [[-18.05, -10.95, 5.58], [-16.70, -12.96, 8.58], [-17.53, -11.92, 8.17], [-16.91, -13.18, 9.67], [-15.71, -12.60, 8.48], [-16.72, -13.87, 7.95], [-17.57, -11.38, 8.98], [-19.35, -14.14, 6.92], [-18.51, -13.62, 5.96], [-20.28, -14.55, 6.51], [-19.48, -13.39, 7.68], [-18.81, -14.92, 7.38], [-18.07, -14.37, 5.62], [-20.25, -10.52, 8.27], [-20.22, -10.99, 6.99], [-21.15, -9.98, 8.51], [-19.51, -9.74, 8.50], [-20.19, -11.19, 9.09], [-21.04, -11.45, 6.78], [-14.68, -10.73, 6.79], [-15.50, -10.89, 5.63], [-13.87, -10.03, 6.57], [-14.28, -11.62, 7.28], [-15.34, -10.30, 7.58], [-14.96, -10.78, 4.80], [-16.69, -7.91, 6.81], [-17.48, -9.01, 7.25], [-16.55, -7.87, 5.73], [-15.71, -7.88, 7.31], [-17.22, -7.01, 7.12], [-17.88, -8.61, 8.03], [-17.62, -9.87, 2.31], [-17.24, -9.54, 3.64], [-16.75, -9.98, 1.60], [-18.26, -9.13, 1.90], [-18.17, -10.76, 2.28], [-16.78, -8.70, 3.58], [-17.57, -13.41, 2.95], [-16.89, -12.54, 3.80], [-18.48, -13.89, 3.30], [-16.89, -14.21, 2.68], [-17.70, -12.97, 1.98], [-16.06, -12.32, 3.35], [-20.78, -10.89, 3.22], [-20.12, -11.89, 3.99], [-20.21, -9.97, 3.12], [-21.78, -10.67, 3.50], [-20.90, -11.35, 2.21], [-20.72, -12.61, 3.99], [-20.04, -7.92, 5.83], [-19.22, -8.62, 4.96], [-20.36, -8.46, 6.72], [-21.00, -7.66, 5.34], [-19.61, -7.01, 6.09], [-19.08, -8.02, 4.23]]
}

5.
{
  "formula": "C4H9N4",
  "method": "ωB97M-V with the def2-TZVPD basis set",
  "e_homo_ha": -0.502,
  "e_above_lowest_kcal_mol": 39.9,
  "total_charge": 1,
  "spin_multiplicity": 1,
  "smiles": "CN1CCN=NC1=[NH2+]",
  "species": ["C", "C", "C", "C", "N", "N", "N", "N", "H", "H", "H", "H", "H", "H", "H", "H", "H"],
  "coordinates": [[-0.67, -1.21, -0.09], [-1.92, 1.28, 0.23], [-0.49, 1.17, -0.33], [1.54, -0.24, -0.05], [-2.33, -0.98, -0.17], [-2.72, 0.12, 0.00], [0.09, -0.16, -0.12], [-0.35, -2.46, 0.06], [-1.92, 1.43, 1.32], [-2.44, 2.13, -0.21], [-0.50, 1.38, -1.40], [0.14, 1.91, 0.17], [1.91, -1.08, -0.64], [1.96, 0.68, -0.45], [1.87, -0.36, 0.99], [-1.11, -3.14, 0.10], [0.60, -2.79, 0.16]]
}

6.
{
  "formula": "C5H12N2O4P2S",
  "method": "ωB97M-V with the def2-TZVPD basis set",
  "e_homo_ha": -0.320,
  "spin_multiplicity": 1,
  "smiles": "C[C@@H]1NC(=O)[C@H](S)[C@@]1(P(N)O)P(O)O",
  "species": ["C", "C", "N", "C", "O", "C", "S", "C", "P", "N", "O", "P", "O", "O", "H", "H", "H", "H", "H", "H", "H", "H", "H", "H", "H", "H"],
  "coordinates": [[1.05, -1.97, 1.12], [-0.11, -1.51, 0.24], [0.07, -1.98, -1.14], [0.41, -0.96, -2.01], [0.53, -1.08, -3.21], [0.56, 0.32, -1.21], [2.33, 0.63, -0.85], [-0.35, 0.02, -0.02], [-0.42, 1.24, 1.39], [0.09, 2.71, 0.67], [0.97, 0.86, 2.20], [-2.15, -0.02, -0.72], [-3.06, 0.05, 0.61], [-2.12, 1.56, -1.26], [0.97, -3.05, 1.23], [2.01, -1.75, 0.66], [1.00, -1.55, 2.12], [-1.03, -1.90, 0.68], [0.54, -2.86, -1.28], [0.23, 1.19, -1.78], [2.27, 0.40, 0.46], [-0.52, 2.97, -0.10], [1.04, 2.63, 0.30], [1.25, 1.61, 2.74], [-2.90, 0.80, 1.20], [-2.67, 1.64, -2.04]]
}

7.
{
  "formula": "C18H17BBrClFIN3OPS2",
  "method": "ωB97M-V with the def2-TZVPD basis set",
  "e_homo_ha": -0.308,
  "spin_multiplicity": 1,
  "species": ["C", "C", "C", "C", "C", "B", "O", "N", "C", "C", "C", "C", "C", "C", "C", "F", "S", "C", "C", "S", "C", "P", "N", "C", "Cl", "C", "Br", "C", "N", "I", "H", "H", "H", "H", "H", "H", "H", "H", "H", "H", "H", "H", "H", "H", "H", "H", "H"],
  "coordinates": [[0.13, -3.88, 4.02], [-0.16, -3.36, 2.98], [-0.28, -2.46, 1.88], [-1.46, -1.77, 1.67], [-1.65, -0.87, 0.64], [-3.07, -0.18, 0.57], [-3.81, -0.21, 1.77], [-3.65, 0.43, -0.60], [-4.21, -0.57, -1.52], [-4.69, 1.42, -0.30], [-0.55, -0.64, -0.20], [0.65, -1.32, 0.02], [0.81, -2.25, 1.05], [2.11, -2.96, 1.26], [2.05, -4.40, 0.77], [1.58, -4.43, -0.53], [2.00, -0.95, -1.07], [1.76, 0.80, -1.18], [2.85, 1.66, -1.18], [4.42, 0.85, -1.07], [2.60, 3.04, -1.24], [3.97, 4.26, -1.12], [3.64, 5.45, -0.14], [1.29, 3.49, -1.34], [0.94, 5.17, -1.47], [0.23, 2.60, -1.36], [-1.55, 3.19, -1.54], [0.46, 1.24, -1.27], [-0.62, 0.31, -1.27], [-0.85, -0.55, -3.14], [0.21, -4.31, 4.98], [-2.29, -1.94, 2.34], [-3.46, 0.47, 2.36], [-3.48, -1.36, -1.68], [-4.47, -0.12, -2.47], [-5.11, -1.05, -1.11], [-4.47, 1.99, 0.60], [-5.66, 0.94, -0.16], [-4.80, 2.12, -1.13], [2.93, -2.43, 0.80], [2.30, -2.98, 2.33], [1.38, -4.97, 1.41], [3.04, -4.82, 0.80], [5.24, 1.72, -1.66], [4.27, 4.62, -2.45], [5.09, 3.55, -0.67], [4.34, 5.43, 0.60]]
}

8.
{
  "formula": "C11H4N2O5Pb",
  "method": "ωB97M-V with the def2-TZVPD basis set",
  "e_homo_ha": -0.626,
  "e_above_lowest_kcal_mol": 0.0,
  "total_charge": 2,
  "spin_multiplicity": 1,
  "species": ["O", "C", "Pb", "O", "C", "C", "O", "C", "O", "C", "O", "N", "C", "C", "C", "C", "C", "N", "C", "H", "H", "H", "H"],
  "coordinates": [[0.72, -0.16, -5.56], [0.60, -0.13, -4.43], [0.30, -0.05, -1.77], [-1.80, 2.94, -2.12], [-1.14, 2.02, -1.99], [1.76, -2.13, -1.57], [2.44, -3.05, -1.50], [2.37, 1.44, -1.62], [3.31, 2.07, -1.55], [-1.75, -1.54, -1.95], [-2.67, -2.19, -2.07], [-3.68, 0.45, 3.50], [-2.62, 0.33, 3.02], [-1.27, 0.18, 2.45], [-0.09, 0.04, 3.22], [1.19, -0.12, 2.66], [1.23, -0.12, 1.25], [0.10, 0.02, 0.52], [-1.14, 0.17, 1.06], [-0.20, 0.06, 4.30], [2.17, -0.24, 3.21], [2.14, -0.25, 0.60], [-1.97, 0.25, 0.33]]
}